# 1
Molecular formula: C3H7NO
Method: DFT, wB97M-V/def2-TZVPD

Structure (XYZ):
```
12
Properties=species:S:1:pos:R:3:forces:R:3:nbo_charge:R:1
C 0.390 0.171 -2.146 0.0058 0.0398 -0.3615 -0.402
N 0.111 -0.157 -0.776 -0.7243 -0.2539 0.2179 -0.570
C -0.925 -0.345 -0.187 -0.2758 -0.1175 -0.1371 0.879
O -1.872 -0.536 0.478 0.5405 0.0677 -0.3588 -0.513
H -0.495 0.599 -2.622 0.1624 -0.0289 -0.1458 0.197
H 0.693 -0.737 -2.672 -0.0110 0.1512 -0.0872 0.207
H 1.207 0.893 -2.191 -0.0856 -0.1025 0.0097 0.209
C 0.555 0.346 2.173 0.1627 0.0807 0.1460 -0.873
H 0.797 0.386 1.112 -0.0148 0.0487 0.4640 0.227
H 0.562 -0.696 2.504 0.0536 0.1880 0.0144 0.212
H -0.433 0.775 2.365 0.2301 -0.0251 -0.0400 0.215
H 1.321 0.919 2.689 -0.0436 -0.0482 0.2784 0.210
```
Positions in Å, forces in eV/Å.

Properties
Strongest force on any atom ... 0.80 eV/Å
ΔE to the lowest compared entry with this formula, charge and spin ... 26.37 kcal/mol

=====

# 2
Molecular formula: C44H41AsCuFN5O4
Method: DFT, wB97M-V/def2-TZVPD

Structure (XYZ):
```
97
Properties=species:S:1:pos:R:3:forces:R:3:lowdin_charge:R:1
Cu -0.073 1.412 0.355 0.6004 -0.9730 0.6871 0.708
C -4.416 5.486 1.381 0.0028 -0.0119 -0.0494 -0.043
C -5.499 4.703 1.026 -0.0741 0.0259 0.0346 -0.049
C -5.294 3.377 0.692 0.0724 -0.1053 -0.0963 -0.015
C -3.993 2.861 0.713 -0.0003 0.2062 -0.0956 -0.222
N -2.954 3.634 0.988 0.3329 -0.2104 0.1914 0.122
C -3.161 4.900 1.330 0.1243 -0.0250 -0.0711 -0.119
C -3.752 1.418 0.395 -0.0032 -0.5229 -0.0237 -0.164
C -4.826 0.544 0.607 0.0513 0.1575 0.0765 -0.012
C -4.771 -0.773 0.209 -0.0459 0.0028 -0.0018 -0.041
C -3.647 -1.191 -0.474 0.0058 -0.0928 -0.0774 -0.061
C -2.600 -0.300 -0.596 0.1052 0.1433 -0.1237 -0.161
N -2.582 0.950 -0.115 -0.4552 0.3979 0.0646 0.112
H -4.536 6.520 1.671 0.0239 -0.0049 -0.0096 0.111
H -6.500 5.117 1.008 0.0181 -0.0089 0.0089 0.116
H -6.139 2.779 0.390 -0.0173 -0.0671 -0.0196 0.107
H -2.273 5.474 1.569 0.0249 0.0319 0.0042 0.103
H -5.713 0.908 1.099 -0.0336 0.0341 0.0658 0.110
H -5.598 -1.443 0.401 -0.0141 0.0228 -0.0347 0.119
H -3.582 -2.183 -0.903 0.0737 0.0262 0.0039 0.110
H -1.719 -0.602 -1.140 0.1896 -0.0791 0.0894 0.103
C 4.682 -4.242 2.376 -0.0256 0.0400 -0.0506 -0.052
C 4.300 -3.938 0.933 0.1216 -0.1021 0.2316 -0.171
N 3.131 -3.050 0.842 0.0278 0.1259 -0.0082 -0.012
C 3.336 -1.728 0.771 0.0927 -0.1922 -0.0527 0.062
C 2.353 -0.784 0.670 -0.1514 0.2631 -0.0761 -0.009
C 2.821 0.654 0.623 0.0994 0.0654 -0.0010 -0.563
O 4.023 0.858 0.657 -0.1079 0.0405 -0.0230 0.070
O 1.912 1.559 0.578 -0.4713 -0.1339 -0.0541 -0.063
C 1.006 -1.184 0.614 -0.0273 -0.1877 0.1053 -0.226
O -0.001 -0.421 0.442 0.0211 -1.2210 0.0625 -0.090
C 0.772 -2.615 0.778 -0.0324 0.1235 -0.0189 -0.034
C -0.535 -3.109 0.832 -0.0066 -0.0021 -0.0065 0.097
C -0.777 -4.445 0.943 -0.0079 0.0872 -0.0469 -0.179
F -2.063 -4.855 0.926 0.0141 -0.0466 0.0185 0.068
C 0.264 -5.388 1.062 0.0591 -0.0165 0.1003 -0.124
C 1.557 -4.889 1.060 0.0054 -0.1154 -0.0304 0.059
C 1.835 -3.526 0.889 -0.1586 -0.0269 -0.0098 -0.110
N 0.048 -6.772 1.239 0.0099 -0.0629 0.0096 -0.086
C 0.887 -7.735 0.534 -0.2001 0.0829 0.0497 -0.122
C 1.276 -8.847 1.515 0.1647 0.1207 -0.2852 -0.066
N 0.162 -9.004 2.515 -0.0490 -0.0636 -0.0507 0.067
C -1.167 -8.796 1.856 -0.1980 0.1770 -0.1178 -0.074
C -1.293 -7.313 1.477 0.1656 0.1155 0.0195 -0.124
H 5.561 -4.885 2.400 -0.0286 -0.0022 -0.0076 0.087
H 3.870 -4.738 2.911 0.0212 0.0135 0.0109 0.072
H 4.926 -3.321 2.906 -0.0188 -0.0277 0.0056 0.089
H 4.095 -4.848 0.373 -0.0363 0.0324 -0.0789 0.116
H 5.122 -3.438 0.425 -0.0330 0.0458 -0.0376 0.131
H 4.362 -1.378 0.778 -0.0161 -0.0083 -0.0039 0.158
H -1.362 -2.416 0.780 -0.0670 0.0071 -0.0759 0.125
H 2.373 -5.576 1.230 0.0099 0.0045 -0.0147 0.103
H 1.784 -7.265 0.147 0.0445 0.0160 -0.0178 0.125
H 0.350 -8.149 -0.326 0.0304 -0.0128 -0.0044 0.140
H 2.185 -8.606 2.062 -0.0366 -0.0111 0.0941 0.138
H 1.415 -9.795 0.999 -0.0576 -0.0584 0.0915 0.142
H 0.270 -8.294 3.240 0.0480 0.0138 0.0548 0.187
H 0.213 -9.918 2.962 -0.0036 -0.0214 0.0496 0.190
H -1.964 -9.085 2.536 0.0618 -0.0647 0.0710 0.143
H -1.202 -9.449 0.988 0.0730 -0.0565 0.0144 0.139
H -1.752 -6.761 2.293 -0.0401 -0.0074 0.0186 0.135
H -1.950 -7.234 0.608 -0.0215 -0.0499 -0.0093 0.138
O -0.078 3.166 0.629 -0.3630 1.1962 -0.2877 -0.485
As 0.378 3.947 -0.787 0.6925 1.3682 -1.0487 1.286
C -1.013 4.041 -2.123 -0.1794 -0.0824 0.3104 -0.284
C -1.592 2.867 -2.597 -0.0050 0.0706 0.1470 -0.128
C -2.661 2.921 -3.475 -0.0012 -0.0325 -0.0319 -0.063
C -3.140 4.153 -3.903 0.0371 0.0227 -0.0239 -0.060
C -2.546 5.324 -3.456 -0.0460 -0.0330 -0.0511 -0.058
C -1.487 5.271 -2.561 0.0586 0.0515 0.1246 -0.078
C 0.920 5.719 -0.324 -0.0754 -0.0074 0.0284 -0.320
C 1.430 6.539 -1.329 -0.0343 -0.0771 0.0654 -0.110
C 1.865 7.815 -1.013 -0.0125 -0.0179 0.0084 -0.058
C 1.797 8.260 0.302 0.0161 0.0285 0.0186 -0.059
C 1.308 7.434 1.303 0.0002 0.0228 0.0259 -0.061
C 0.869 6.154 0.994 -0.1304 -0.1365 -0.0751 -0.080
C 1.915 3.269 -1.741 -0.1320 -0.1903 0.1213 -0.304
C 1.763 2.412 -2.826 0.0309 0.1058 -0.0014 -0.089
C 2.888 1.924 -3.477 -0.0559 -0.0027 -0.0188 -0.068
C 4.153 2.289 -3.041 -0.0158 0.0045 -0.0124 -0.061
C 4.300 3.157 -1.968 0.0643 -0.0030 -0.0254 -0.053
C 3.184 3.650 -1.316 -0.1028 -0.0817 0.1160 -0.086
H -1.220 1.909 -2.260 -0.0921 -0.1159 0.0261 0.076
H -3.125 2.006 -3.820 0.0330 0.0135 -0.0198 0.111
H -3.972 4.197 -4.593 0.0000 0.0058 0.0213 0.112
H -2.915 6.282 -3.796 0.0127 0.0038 0.0064 0.114
H -1.039 6.189 -2.202 -0.0641 0.0177 0.0181 0.097
H 1.496 6.167 -2.345 0.0353 0.0813 -0.0428 0.116
H 2.262 8.460 -1.787 -0.0070 -0.0074 0.0048 0.114
H 2.139 9.257 0.549 -0.0066 -0.0208 -0.0054 0.113
H 1.270 7.783 2.326 0.0154 -0.0005 -0.0120 0.112
H 0.496 5.486 1.761 0.0001 0.0309 0.0458 0.105
H 0.778 2.158 -3.192 0.0071 -0.0544 -0.0375 0.085
H 2.771 1.278 -4.337 0.0146 -0.0168 0.0276 0.108
H 5.028 1.900 -3.546 0.0064 0.0292 -0.0026 0.111
H 5.288 3.443 -1.633 -0.0133 -0.0056 0.0136 0.117
H 3.295 4.308 -0.465 0.0556 0.0023 0.0186 0.119
```
Positions in Å, forces in eV/Å.

Properties
Strongest force on any atom ... 1.86 eV/Å
Expectation value of S² ... 0.7539
Net charge ... +2
2S+1 ... 2
ΔE to the lowest compared entry with this formula, charge and spin ... 49.00 kcal/mol

=====

# 3
Molecular formula: C17H37Br10Cl6NO
Method: DFT, wB97M-V/def2-TZVPD

Structure (XYZ):
```
72
Properties=species:S:1:pos:R:3:forces:R:3:lowdin_charge:R:1
C -2.429 -5.032 -2.257 0.7097 -0.5615 -0.0431 -0.107
O -2.110 -3.694 -1.921 -1.6512 -0.1224 -1.9851 -0.233
C -0.981 -3.493 -1.145 0.4456 0.3446 0.6057 -0.207
C 0.343 -3.891 -1.839 0.2321 -0.6896 0.6315 -0.437
C 1.582 -3.817 -0.928 -1.5487 0.1348 0.2208 -0.071
N 0.609 -3.144 -3.029 -0.1636 0.4749 -1.1051 0.052
H -1.683 -5.491 -2.905 0.4202 0.0584 0.0532 0.079
H -3.330 -5.168 -2.856 -0.3257 0.8606 0.3436 0.079
H -2.502 -5.653 -1.364 -0.1000 -0.0445 0.2339 0.091
H -0.966 -2.418 -0.967 0.1904 0.1688 -0.0369 0.068
H -1.267 -3.920 -0.184 1.0112 -0.5731 0.4906 0.129
H 0.246 -4.923 -2.177 -0.0377 -0.1740 0.0796 0.122
H 1.451 -2.937 -0.298 0.4523 0.1994 -0.0668 0.004
H 2.488 -3.758 -1.531 -0.0604 -0.1174 0.2282 0.084
H 1.552 -4.665 -0.243 0.4135 -0.0562 -0.0376 0.076
H -0.172 -3.181 -3.669 -0.1565 -0.1533 -0.1916 0.048
H 0.804 -2.163 -2.896 0.1094 0.1536 0.4351 0.074
Br -1.191 3.961 0.238 -0.4718 0.8063 -1.1757 0.551
C -2.388 4.703 -1.247 0.2317 -1.5335 -0.2574 -0.528
C -2.477 3.583 -2.354 -0.2299 0.3992 0.7449 -0.625
Br -3.808 4.007 -3.856 1.2420 -0.0982 1.4885 0.502
H -1.986 5.620 -1.676 0.1466 -0.1202 0.4072 0.057
H -3.259 4.883 -0.616 -0.2058 -0.0591 -0.7851 0.038
H -2.708 2.602 -1.937 -0.8112 0.2757 0.0667 0.016
H -1.488 3.370 -2.758 -0.1125 0.6864 -0.5403 0.027
Br -0.767 0.444 -0.586 0.4502 -0.0232 0.1184 0.637
C 0.655 0.498 0.765 0.9965 0.4039 -0.2076 -0.685
C 0.165 1.113 2.040 -0.5348 -1.2309 0.2153 -0.741
Br 1.359 0.630 3.506 0.1634 0.3410 0.0197 0.632
H 1.486 1.109 0.413 -0.2067 -0.2406 -0.5839 -0.026
H 1.032 -0.519 0.882 -0.3223 0.0871 0.0116 -0.007
H -0.732 0.553 2.304 -0.3014 0.9239 0.1642 -0.003
H 0.109 2.201 2.016 -0.3506 -0.3494 0.0143 -0.039
Br 2.923 -2.273 2.031 1.6691 -1.0540 0.3833 0.583
C 4.920 -2.664 2.215 0.2288 -0.2847 1.1296 -0.590
C 5.241 -4.139 2.592 -0.8844 0.2550 -0.4193 -0.643
Br 7.184 -4.458 2.978 -1.2844 0.3598 -0.4842 0.564
H 5.252 -2.060 3.059 -0.3313 0.2253 -0.1101 0.044
H 5.440 -2.277 1.339 -0.3676 -0.3896 -0.1393 0.039
H 4.850 -4.812 1.828 0.7485 -0.0629 -0.2814 0.051
H 4.706 -4.472 3.482 0.2589 0.4895 0.1983 0.045
Br -1.876 2.785 4.100 -1.7062 -0.0409 0.0743 0.620
C -3.886 2.556 4.091 -0.0875 -0.3835 -0.5518 -0.596
C -4.321 1.163 3.601 1.0182 0.0199 -0.3404 -0.583
Br -3.707 0.815 1.687 -0.4990 0.3300 1.3353 0.537
H -4.388 3.295 3.467 0.7291 0.2034 -0.2729 0.058
H -4.236 2.792 5.096 0.2929 -0.4911 0.1462 0.056
H -5.401 1.019 3.607 0.1010 0.3064 -0.1124 0.056
H -3.861 0.359 4.175 0.0195 0.1363 -0.1158 0.049
Br -3.039 -3.077 -5.442 0.0230 -0.1694 0.0216 0.616
C -3.599 -1.926 -3.953 -0.3469 -0.3404 -0.8862 -0.657
C -2.543 -0.884 -3.729 -0.0251 0.3439 0.1352 -0.639
Br -2.817 0.691 -4.988 0.5118 -1.2861 1.0935 0.558
H -3.748 -2.596 -3.106 0.1836 0.2959 -0.0399 0.043
H -4.542 -1.534 -4.334 0.1127 0.1585 0.4429 0.040
H -1.551 -1.325 -3.826 -0.0259 0.3631 -0.5504 0.028
H -2.560 -0.547 -2.692 -0.4008 0.5275 -0.1683 0.016
Cl 2.219 2.994 -1.314 0.2765 0.3606 -0.5165 0.516
C 1.708 3.951 -2.742 -0.1881 -0.3892 -0.1924 -0.974
Cl 2.989 4.297 -3.956 -0.4424 -0.1124 0.8299 0.505
H 0.971 3.329 -3.250 0.1105 0.2136 0.0677 0.012
H 1.260 4.872 -2.368 0.3028 -0.0804 -0.1803 0.027
Cl 4.778 1.825 3.265 -0.0782 0.4167 -1.1270 0.445
C 4.224 2.016 1.529 0.3149 -0.8834 0.6947 -0.937
Cl 4.273 0.413 0.731 -0.0480 0.7347 -0.0169 0.495
H 3.191 2.357 1.595 0.2398 0.0148 -0.1898 -0.017
H 4.893 2.647 0.945 -0.1825 0.1330 0.5168 0.031
Cl 0.824 5.014 2.751 -0.0716 0.2883 -0.0673 0.478
C 1.570 4.557 4.278 -0.2101 0.3396 0.6978 -0.991
Cl 1.340 5.750 5.637 0.0958 -0.4206 -0.8633 0.471
H 1.043 3.661 4.607 0.5969 -0.0118 -0.0321 -0.030
H 2.640 4.476 4.087 -0.2787 -0.2871 0.3342 0.018
```
Positions in Å, forces in eV/Å.

Properties
Strongest force on any atom ... 2.58 eV/Å
Calculated total energy ... -797324.90924 eV

=====

# 4
Molecular formula: C5H7N2O2
Method: DFT, wB97M-V/def2-TZVPD

Structure (XYZ):
```
16
Properties=species:S:1:pos:R:3:forces:R:3:nbo_charge:R:1
C 0.013 -0.424 -1.845 0.2745 0.4742 -0.8142 0.275
C 0.753 -1.928 -0.092 0.5500 -0.3874 0.1168 0.734
C -0.158 1.995 0.351 -0.0232 -0.0330 -0.1041 -0.691
C -0.251 -1.217 -0.761 -0.7704 -0.6351 0.1474 -0.724
C -0.543 0.785 1.137 0.3642 0.3562 0.4709 0.176
N 0.298 0.273 -2.735 0.0286 0.0803 -0.1425 -0.528
N -1.728 0.652 1.554 -0.6430 0.0342 0.2053 -0.694
O 0.616 -2.668 0.878 0.1693 0.2787 -0.2247 -0.700
O 2.054 -1.744 -0.587 -0.2854 -0.1177 0.3236 -0.735
H 0.028 1.715 -0.686 0.1006 0.0438 -0.0637 0.259
H -0.961 2.727 0.380 -0.0525 0.0454 0.0206 0.210
H 0.759 2.427 0.750 0.0752 0.0552 0.0108 0.202
H -1.281 -1.353 -0.472 0.0596 -0.0532 0.1117 0.238
H 0.281 0.108 1.383 -0.2240 -0.0952 0.0402 0.168
H 1.996 -1.147 -1.345 0.0420 -0.0213 -0.0058 0.479
H -1.876 -0.202 2.092 0.3345 -0.0252 -0.0922 0.332
```
Positions in Å, forces in eV/Å.

Properties
Strongest force on any atom ... 1.01 eV/Å
Net charge ... -1
ΔE to the lowest compared entry with this formula, charge and spin ... 25.91 kcal/mol

=====

# 5
Molecular formula: C11H18OS
Method: DFT, wB97M-V/def2-TZVPD

Structure (XYZ):
```
31
Properties=species:S:1:pos:R:3:forces:R:3:nbo_charge:R:1
C 0.748 1.073 -0.055 4.2066 5.2487 -0.9243 -0.305
C 2.730 0.009 0.753 4.0719 -4.2065 1.7655 -0.112
C 2.170 1.016 0.052 -3.0885 3.7233 -3.9059 0.035
C 0.031 -0.040 -0.124 -3.2112 -5.4359 1.7134 0.023
C 1.929 -1.057 1.357 -0.6630 -1.5490 0.8671 -0.525
C 0.680 -1.384 0.401 1.6304 2.5682 -1.5310 0.247
C 3.046 1.845 -0.951 -1.9077 0.2680 3.1580 -0.633
C -1.977 -0.354 1.240 2.1825 0.6162 0.5539 -0.607
C -2.172 -1.205 -1.082 5.6895 -0.2300 -0.1336 -0.601
C -2.082 1.196 -0.745 -0.7917 1.5654 1.6315 -0.613
C -1.503 -0.081 -0.154 -1.4614 -0.3170 -2.7119 -0.084
O -0.203 -2.239 0.990 -0.4818 0.1752 -1.3074 -0.712
S 1.568 -2.151 -1.197 -0.7671 0.4593 0.1588 -0.151
H 0.396 2.137 -0.298 -0.0417 -1.9190 -0.1558 0.222
H 3.825 -0.111 0.566 -0.9672 -0.3248 0.5982 0.195
H 2.485 -2.048 1.525 -0.4028 1.4241 -0.3660 0.222
H 1.547 -0.794 2.413 0.0617 -0.0929 -1.4576 0.228
H 4.080 1.839 -0.680 0.6607 0.4692 0.6479 0.208
H 2.543 2.810 -0.882 0.6787 0.5282 -0.4118 0.220
H 3.052 1.530 -1.948 -0.6579 -0.9304 -1.5218 0.221
H -2.037 -1.413 1.349 -0.2047 -0.2536 0.7939 0.234
H -1.177 0.129 1.838 -0.4747 -0.7674 0.5836 0.198
H -2.834 0.136 1.541 -2.2369 0.9701 0.1515 0.205
H -1.746 -1.148 -2.119 -0.1790 0.0195 0.7436 0.197
H -3.178 -1.134 -1.218 -2.9283 0.2197 0.3889 0.206
H -1.784 -2.139 -0.647 -0.8365 -0.1121 -0.5018 0.220
H -3.172 1.117 -0.959 0.8761 -0.3653 -0.6274 0.216
H -1.461 1.646 -1.512 -0.3680 -0.2540 -0.5440 0.216
H -2.167 1.978 0.030 0.5591 0.0192 0.0575 0.199
H 0.256 -2.703 1.655 0.7778 -1.0853 1.2231 0.482
H 0.958 -1.453 -2.228 0.2751 -0.4311 1.0640 0.148
```
Positions in Å, forces in eV/Å.

Properties
Strongest force on any atom ... 6.79 eV/Å
Expectation value of S² ... 2.0118
2S+1 ... 3
ΔE to the lowest compared entry with this formula, charge and spin ... 0.00 kcal/mol

=====

# 6
Molecular formula: C15H4Br2Cl5CoNO
Method: DFT, wB97M-V/def2-TZVPD

Structure (XYZ):
```
29
Properties=species:S:1:pos:R:3:forces:R:3:nbo_charge:R:1
Co 0.074 0.106 0.029 -0.7025 0.0175 0.4873 1.099
Cl 2.411 -0.228 0.344 0.3272 0.1192 -0.3122 0.060
C 1.750 -0.188 1.963 -0.4648 -0.0199 0.5921 -0.076
C 0.369 -0.176 1.955 0.2764 -0.2116 -0.6330 -0.325
C -0.265 -0.124 3.179 0.0629 -0.0275 -0.0707 -0.070
Cl -1.991 -0.073 3.226 -0.1523 0.0058 0.0548 0.027
C 0.468 -0.102 4.369 0.0145 -0.0190 -0.0596 -0.083
Cl -0.337 -0.073 5.885 -0.0208 0.0159 0.0241 0.066
C 1.865 -0.105 4.328 -0.0370 -0.0094 -0.0798 -0.080
Cl 2.775 -0.072 5.783 0.0227 0.0097 0.0246 0.068
C 2.530 -0.136 3.100 0.0901 0.0200 0.0571 -0.095
Cl 4.244 -0.093 3.005 0.0205 -0.0407 -0.0449 0.064
Br -0.428 5.033 -0.230 -0.1146 0.0606 -0.0080 0.083
C -1.757 3.698 -0.189 0.3616 -0.4411 -0.0551 -0.192
C -3.109 4.042 -0.101 -0.2140 -0.0955 0.0080 -0.211
C -4.074 3.071 -0.045 -0.0681 0.2091 0.0045 -0.108
Br -5.894 3.593 0.066 0.0155 -0.0013 0.0111 0.054
C -3.732 1.701 -0.059 0.1177 -0.0656 0.0206 -0.114
C -4.637 0.628 0.066 0.1473 -0.1507 -0.0515 -0.091
C -4.164 -0.658 0.075 -0.2371 0.0707 -0.0287 -0.271
C -2.793 -0.894 -0.056 0.3082 -0.0035 -0.1960 0.089
N -1.919 0.084 -0.189 0.1918 -0.0031 0.4704 -0.493
C -2.362 1.372 -0.169 -0.0561 0.2559 -0.0201 0.090
C -1.334 2.371 -0.235 -0.1198 0.2992 0.0035 0.394
O -0.096 1.998 -0.304 0.2061 -0.0065 -0.2972 -0.805
H -3.388 5.085 -0.073 0.0027 0.0004 -0.0071 0.244
H -5.696 0.827 0.156 -0.0005 0.0189 0.0343 0.238
H -4.837 -1.496 0.190 0.0168 -0.0087 -0.0376 0.232
H -2.400 -1.902 -0.070 0.0057 0.0011 0.1092 0.208
```
Positions in Å, forces in eV/Å.

Properties
Strongest force on any atom ... 0.86 eV/Å
Expectation value of S² ... 1.0726
2S+1 ... 2
Calculated total energy ... -259481.15889 eV

=====

> Number 1 is which compound?

C3H7NO

=====

> What is the formula in the fourth record?

C5H7N2O2